# 1
Here is C4H7NO in the gas phase from the OMol25 dataset. Energies are from the ωB97M-V functional and the def2-TZVPD basis.

Charge = 0
Gap between HOMO and LUMO = 10.380 eV
Total energy = -286.6188 Ha
E_HOMO = -0.3487 Eh
M = 85.11 g/mol
Multiplicity = 1
Structure (SMILES) = O=C1CCCN1

Atoms and positions in Å:
1 O 2.0954 0.7522 -1.2909
2 C 1.1677 0.4276 -0.5839
3 C 0.7516 -0.9634 -0.1257
4 C -0.7449 -0.8597 0.2093
5 C -1.0023 0.6727 0.2467
6 N 0.3285 1.2547 0.1283
7 H 1.0750 -1.8048 -0.7360
8 H 1.3002 -1.0151 0.8124
9 H -1.4040 -1.3518 -0.5155
10 H -0.9368 -1.3290 1.1778
11 H -1.6053 0.9781 -0.6177
12 H -1.5162 0.9887 1.1579
13 H 0.4912 2.2498 0.1373

Atom charges from the natural (NBO) analysis, given in e for atoms 1 to 5:
1. O -0.587
2. C 0.683
3. C -0.507
4. C -0.407
5. C -0.211


# 2
Here is 2 unconnected molecules or ions with the total composition C4H7NO from the OMol25 dataset. Energies are from the ωB97M-V functional and the def2-TZVPD basis.

Charge = 0
Gap between HOMO and LUMO (spin up / spin down) = 8.372 / 8.373 eV
Total energy = -286.4202 Ha
E_HOMO (spin up / spin down) = -0.3349 / -0.3349 Eh
M = 85.11 g/mol
Multiplicity = 1
Structure (SMILES) = O=NC1=CCC1.[H][H]

Atoms and positions in Å:
1 O -1.3215 0.9963 2.0763
2 N -0.3174 0.3124 1.9682
3 C -0.0914 -0.1819 0.6661
4 C -0.6001 0.0463 -0.5636
5 C 0.5301 -0.6762 -1.2471
6 C 1.0216 -1.0743 0.1816
7 H -1.5043 0.5011 -0.9487
8 H 0.2365 -1.4803 -1.9260
9 H 1.2329 -0.0107 -1.7633
10 H 0.8324 -2.1306 0.3943
11 H 2.0472 -0.8197 0.4598
12 H -1.2415 2.2391 0.5806
13 H -0.9352 2.3300 -0.0937

Atom charges from the natural (NBO) analysis, given in e for atoms 1 to 5:
1. O -0.291
2. N 0.111
3. C 0.013
4. C -0.077
5. C -0.431


# 3
Here is C4H7NO in the gas phase from the OMol25 dataset. Energies are from the ωB97M-V functional and the def2-TZVPD basis.

Charge = 0
Gap between HOMO and LUMO = 10.740 eV
Total energy = -286.5231 Ha
E_HOMO = -0.3522 Eh
M = 85.11 g/mol
Multiplicity = 1
Structure (SMILES) = C1N[C@H]1[C@H]1CO1

Atoms and positions in Å:
1 C -1.7430 -0.2764 -0.0207
2 N -1.1805 1.0280 0.3262
3 C -0.5392 0.2370 -0.7121
4 C 0.7758 -0.4286 -0.4469
5 C 1.7837 0.1645 0.4321
6 O 0.9643 -0.9140 0.8732
7 H -1.5867 -1.0921 0.6825
8 H -2.7144 -0.2545 -0.5074
9 H -0.6590 0.9413 1.1970
10 H -0.6275 0.6470 -1.7171
11 H 1.1132 -1.0963 -1.2434
12 H 2.8362 -0.0778 0.2968
13 H 1.5804 1.1256 0.9051

Atom charges from the natural (NBO) analysis, given in e for atoms 1 to 5:
1. C -0.253
2. N -0.578
3. C -0.121
4. C 0.044
5. C -0.111